Entry P
The following is a DFT calculation (ωB97M-V with the def2-TZVPD basis set) of a 2-piece molecular cluster, C5H15NO overall.

ORCA input file:
```
! RIJCOSX wB97M-V def2-TZVPD def2/J DEFGRID3
* xyz -1 2
C -0.70665 0.21407 2.37914
N -0.77119 0.72908 -0.06890
H 3.04417 -0.12755 -1.88215
C 2.69249 -0.77660 -1.07342
H 3.47668 -1.09887 -0.38818
O -2.85164 0.18057 -1.77667
H -1.24397 1.11541 2.70891
C 1.58529 -0.14419 -0.25149
H -0.98347 -1.18970 0.79420
H -0.36463 1.56712 0.32420
H -0.92887 -0.59528 3.07784
H -3.38508 0.84485 -2.24984
H -0.14599 -0.69686 -1.42447
H -2.35928 -0.19582 0.97543
H 0.35873 0.43162 2.38155
H 1.92203 0.66569 0.41628
H 2.24951 -1.62653 -1.59565
H -2.28247 0.65415 -1.12754
C -1.26554 -0.14627 0.99139
H 0.36966 0.90787 -1.76502
C 0.28796 0.19189 -0.94963
H 1.30227 -0.90464 0.50400
*
```

Calculated values
Lowest unoccupied orbital energy (alpha / beta) = 0.136 / 0.131 hartree
HOMO-LUMO gap (alpha / beta) = 2.31 / 9.27 eV
Highest occupied orbital energy (alpha / beta) = 1.4 / -5.7 eV
<S²> = 0.750

***

Entry Q
The following is a DFT calculation (ωB97M-V with the def2-TZVPD basis set) of a 2-piece molecular cluster, C5H15NO overall.

ORCA input file:
```
! RIJCOSX wB97M-V def2-TZVPD def2/J DEFGRID3
* xyz -1 2
H 0.46271 -2.13719 2.00782
H 0.60873 0.10940 -6.26872
H -1.39070 0.08707 2.72441
H -0.61723 1.68595 -0.38006
H 0.97830 0.83425 2.73015
H -0.69664 0.77475 -6.00911
C -0.45456 0.59975 -0.33977
H -1.05752 -2.47029 2.85897
H 1.56550 0.06978 -0.87268
H 0.36080 -0.89896 -1.67555
C 0.92249 1.02077 1.65999
H -1.87263 -0.89129 1.30958
H 1.85156 0.73030 1.16344
C -0.32883 -1.68778 2.60364
N -0.15065 0.28015 1.05498
C 0.57644 0.11129 -1.33911
C -1.02482 -0.49192 1.85546
H 0.73337 0.83822 -2.13557
H 0.01700 -1.43179 3.61060
H -1.44475 0.19483 -0.54798
H 0.82526 2.10830 1.54328
O 0.13615 0.56440 -5.55377
*
```

Calculated values
Lowest unoccupied orbital energy (alpha / beta) = 0.116 / 0.113 hartree
HOMO-LUMO gap (alpha / beta) = 1.80 / 8.29 eV
Highest occupied orbital energy (alpha / beta) = 1.4 / -5.2 eV
<S²> = 0.750

***

Energetically preferred structure: entry P | next structure: +66.1 kJ/mol

***

Entry P
The following is a DFT calculation (ωB97M-V with the def2-TZVPD basis set) of a 2-piece molecular cluster, C6H11NO4 overall.

ORCA input file:
```
! RIJCOSX wB97M-V def2-TZVPD def2/J DEFGRID3
* xyz 0 1
H 0.55147 3.44666 -1.00764
H 0.94746 1.27252 -1.70526
H -2.62634 -0.92759 -0.76384
H 2.45096 -2.52432 -0.66004
H -2.21617 -1.94509 0.55204
C 1.97142 0.61958 0.07308
O 2.97123 0.14362 -0.38835
O 1.81070 0.81785 1.45822
O -0.64213 -0.37569 1.61220
N 1.09085 -1.96226 0.51791
C -0.70712 -0.43319 0.19755
H 0.81668 0.95976 1.75300
H -0.82664 0.56029 -0.19917
O 2.12523 -2.77266 0.13538
C -1.78509 -1.41301 -0.31136
H 1.61781 3.30657 0.56465
H -1.40137 -2.02372 -1.00956
C 0.58977 -1.03622 -0.20597
C 1.16653 1.54224 -0.70090
C 1.07997 2.84604 -0.36909
H 1.06369 -0.91848 -1.29844
H 0.16981 -0.88853 1.83220
*
```

Calculated values
Lowest unoccupied orbital energy = -0.007 hartree
Structure (SMILES) = C[C@@H](O)/C=N/O.C=CC(=O)O
HOMO-LUMO gap = 9.88 eV
Highest occupied orbital energy = -10.1 eV

***

Entry Q
The following is a DFT calculation (ωB97M-V with the def2-TZVPD basis set) of C6H11NO4 as an isolated structure.

ORCA input file:
```
! RIJCOSX wB97M-V def2-TZVPD def2/J DEFGRID3
* xyz 0 1
H -4.04396 -0.30708 -0.55059
C -1.03294 -0.40049 -0.30590
C 2.91542 -0.13232 -0.10283
O 2.92717 0.02815 1.29422
O -2.04611 1.34586 1.08334
H 1.42583 0.91894 -0.46958
O -1.17977 1.90087 -1.06631
C -1.37800 1.00504 -0.11860
H -3.79363 -2.03819 0.33816
C 1.33610 0.01468 -0.62569
C -3.18807 -1.38276 -0.36790
H 0.11794 -0.80695 1.06691
C 0.40934 -0.61420 0.27922
H 3.77349 -0.36203 1.37000
N -1.94296 -1.34180 0.37612
H 1.30323 -0.02376 -1.60444
H -2.20616 -0.75467 1.41479
H -0.95818 -0.72820 -1.49506
H 0.59890 -1.86491 0.23049
H -1.65518 2.27573 1.83208
H -3.37969 -1.85159 -1.32141
O 3.80459 -0.27544 -0.81050
*
```

Calculated values
Lowest unoccupied orbital energy = -0.017 hartree
HOMO-LUMO gap = 9.03 eV
Highest occupied orbital energy = -9.5 eV

***

Energetically preferred structure: entry P | next structure: +373.2 kJ/mol